A 7-piece molecular cluster, C6H24NO7 overall in a non-equilibrium geometry. Source: OMol25; level of theory: the ωB97M-V functional and the def2-TZVPD basis.

Results
**LUMO energy**: -3.5 eV
**Relative energy (zero: lowest compared OMol25 entry of this formula, charge and spin)**: 6.722 eV
**Electronic energy**: -823.98976 a.u.
**Largest force on an atom**: 8.41 eV/Å
**Kohn-Sham gap**: 10.12 eV

ORCA input file:
```
! wB97M-V def2-TZVPD RIJCOSX def2/J DEFGRID3
* xyz 1 1
C -1.1695 -2.3966 -0.7743
O -1.9537 -1.9316 0.3557
C -1.0019 -1.3401 -1.8465
C 0.2986 -0.6785 -1.9707
C 0.8136 0.0898 -0.7816
C 2.0192 0.0305 -0.2866
C -0.9262 0.8994 0.6419
N -0.1150 1.1051 -0.3284
H -0.1279 -2.7136 -0.3790
H -1.5793 -3.3957 -1.3111
H -2.7963 -1.4599 0.1345
H -1.1882 -1.7560 -2.9121
H -1.9213 -0.6907 -1.6855
H 1.2172 -1.1860 -2.3553
H 0.4438 0.1579 -2.7880
H 2.6034 0.6030 0.3955
H 2.6923 -0.7042 -0.5257
H -1.1119 -0.0046 0.9582
H -1.6530 1.8918 1.1140
H -0.1969 2.0868 -0.8154
H -4.4722 1.2827 -1.3120
H -3.5701 0.3161 -0.3358
O -3.6225 1.0729 -1.0337
H 0.2990 3.3727 1.3486
H 0.8240 2.3629 2.4215
O 0.6466 2.5133 1.4740
H 0.8946 -1.3443 1.9202
H 0.0112 -1.5313 3.1569
O 0.6349 -0.9883 2.7598
H 1.9163 -3.7632 -0.6698
H 3.1258 -2.7471 -0.2079
O 2.2635 -2.8121 -0.5905
H 0.8845 3.1952 -1.8751
H -0.2974 3.7720 -1.4682
O 0.6670 3.8961 -1.1417
H 1.2286 0.5844 4.0712
H 2.4674 1.0255 2.9822
O 1.7516 1.1860 3.6608
*
```



C6H24NaO6 as an isolated structure in a non-equilibrium geometry. Source: OMol25; level of theory: the ωB97M-V functional and the def2-TZVPD basis.

Results
**LUMO energy**: -3.0 eV
**Relative energy (zero: lowest compared OMol25 entry of this formula, charge and spin)**: 0.000 eV
**Electronic energy**: -856.60085 a.u.
**Largest force on an atom**: 2.05 eV/Å
**Kohn-Sham gap**: 10.21 eV

ORCA input file:
```
! wB97M-V def2-TZVPD RIJCOSX def2/J DEFGRID3
* xyz 1 1
Na -1.2441 0.3301 0.5462
O -1.8654 1.4024 -1.7753
H -1.5573 1.1159 -2.6424
H -2.4124 2.1765 -1.9573
O -1.1274 -1.0151 3.2032
H -1.2896 -0.5046 4.0051
H -1.8746 -1.6197 3.1524
O -3.3003 -0.8069 0.9103
H -3.4884 -1.2458 1.7444
H -4.1391 -0.8233 0.4334
O -1.5250 1.9763 2.2565
H -1.4329 1.6534 3.1583
H -2.0402 2.7886 2.3386
C 1.7327 1.4976 -1.4564
C 2.0910 1.7817 0.0033
C 1.5840 3.1596 0.4132
O 1.3589 0.8049 0.7844
H 1.9876 2.3476 -2.0868
H 0.6911 1.2231 -1.5935
H 2.2909 0.6285 -1.8183
H 3.1729 1.6998 0.1131
H 2.0883 3.5093 1.3163
H 0.5048 3.2039 0.5660
H 1.7384 3.8980 -0.3781
H 1.3820 1.1191 1.6971
C 0.1524 -3.1639 0.1194
C 0.6604 -2.1001 -0.8512
C 1.1540 -2.7180 -2.1863
O -0.4577 -1.2538 -1.2275
H 1.0188 -3.5254 0.6706
H -0.3331 -4.0127 -0.3630
H -0.6042 -2.7427 0.7850
H 1.4467 -1.5386 -0.3473
H 1.9046 -2.0105 -2.5519
H 0.3725 -2.7858 -2.9383
H 1.5824 -3.7085 -2.0401
H -0.2229 -0.7409 -2.0030
*
```



A 7-piece molecular cluster, C6H25O7 overall in a non-equilibrium geometry. Source: OMol25; level of theory: the ωB97M-V functional and the def2-TZVPD basis.

Results
**LUMO energy**: 3.5 eV
**Relative energy (zero: lowest compared OMol25 entry of this formula, charge and spin)**: 7.165 eV
**Electronic energy**: -770.08132 a.u.
**Largest force on an atom**: 6.36 eV/Å
**Kohn-Sham gap**: 9.29 eV

ORCA input file:
```
! wB97M-V def2-TZVPD RIJCOSX def2/J DEFGRID3
* xyz -1 1
O -0.0449 0.0432 -0.1276
H 0.1691 -0.4878 -0.8826
C 2.9051 -0.3868 -1.8616
O 2.1811 0.7492 -1.5626
H 2.4971 -0.9198 -2.7216
H 3.0021 -1.0478 -1.1036
H 3.9591 0.0122 -1.9196
H 1.4061 0.6722 -0.9956
C 1.6101 0.3582 2.9004
O 1.9231 0.0812 1.5554
H 2.4551 0.0552 3.6884
H 0.5311 -0.1748 3.1414
H 1.2401 1.3812 3.1864
H 1.2851 0.1342 0.7044
C -1.1809 -0.0918 -3.1616
O -1.9089 0.0772 -1.9686
H -0.8539 -1.0838 -3.2016
H -0.2069 0.5032 -3.1266
H -1.7309 0.1252 -4.0866
H -1.3329 0.2992 -1.1976
C -2.7129 0.4992 1.7154
O -1.8889 -0.6518 1.6314
H -2.4659 1.3492 2.4664
H -3.6359 -0.1058 1.9694
H -2.8259 0.6742 0.6214
H -1.2749 -0.2528 1.0994
C 0.3151 -3.4388 1.1734
O 0.1831 -2.7888 -0.0536
H 1.1621 -3.9388 1.2924
H -0.2679 -4.2578 1.5034
H 0.2801 -2.5128 2.0614
H 0.5961 -1.9978 0.0704
C -0.9779 3.0692 -0.7126
O -0.1389 2.7292 0.4164
H -1.9689 2.4392 -0.5886
H -0.7669 3.1952 -1.7676
H -1.3499 4.0352 -0.4966
H -0.1659 1.6552 0.3404
*
```



C6H26F3N4O10Y as an isolated structure in a non-equilibrium geometry. Source: OMol25; level of theory: the ωB97M-V functional and the def2-TZVPD basis.

Results
**LUMO energy**: -6.1 eV
**Electronic energy**: -1553.32983 a.u.
**Largest force on an atom**: 4.16 eV/Å
**Kohn-Sham gap**: 7.44 eV

ORCA input file:
```
! wB97M-V def2-TZVPD RIJCOSX def2/J DEFGRID3
* xyz 2 1
Y 0.0849 -0.8601 -1.0753
C -1.4670 1.3098 1.4165
O -2.3544 1.9782 0.5637
O -0.4936 0.8078 0.5935
C -0.9972 2.0850 2.6853
F -1.3981 1.4747 3.8236
F 0.3467 2.2600 2.7390
F -1.4739 3.3314 2.7554
C -3.6835 2.2620 1.0117
C -4.7045 1.1114 0.9558
H -4.4278 0.2700 1.5884
H -5.6897 1.5163 1.1768
H -4.7125 0.8135 -0.0982
H -4.0087 3.0101 0.2909
H -3.7554 2.6321 2.0357
H -2.0084 0.4183 1.7683
O 2.0440 -1.2663 -2.6278
H 2.1467 -2.1936 -2.8724
H 2.7606 -0.8121 -3.0843
O 0.9090 -3.2462 -1.0531
H 0.2726 -3.9701 -1.0500
H 1.7395 -3.6500 -0.7764
O -0.6630 -2.0596 -2.9849
H -0.4191 -2.8543 -3.4735
H -1.5191 -1.7979 -3.3505
O 0.2020 0.9142 -2.8296
H 1.0431 1.2794 -3.1223
H -0.4602 1.5399 -3.1443
O -1.5523 -2.2801 -0.1056
H -1.3767 -3.1650 0.2357
H -2.4097 -2.3559 -0.5382
O -2.3300 -0.2223 -1.8993
H -2.6422 0.6895 -1.9780
H -3.1280 -0.7384 -1.7396
C 3.0998 1.2476 -0.6082
O 2.0023 0.6918 -0.7618
N 4.3080 0.6617 -0.5996
N 3.2407 2.5855 -0.4168
H 4.3505 -0.3442 -0.6303
H 5.1391 1.2068 -0.7243
H 2.4079 3.1506 -0.4601
H 4.1498 2.9052 -0.1496
C 1.8151 -1.3309 1.8897
O 1.1181 -1.5420 0.8914
N 1.8348 -0.2615 2.7079
N 2.6634 -2.2868 2.3491
H 2.5891 -0.1027 3.3490
H 1.3335 0.5224 2.2973
H 3.3086 -2.1437 3.1059
H 2.7655 -3.1917 1.9233
*
```



C6H26NO8 as an isolated structure in a non-equilibrium geometry. Source: OMol25; level of theory: the ωB97M-V functional and the def2-TZVPD basis.

Results
**LUMO energy**: 3.2 eV
**Relative energy (zero: lowest compared OMol25 entry of this formula, charge and spin)**: 0.646 eV
**Electronic energy**: -900.90318 a.u.
**Largest force on an atom**: 2.16 eV/Å
**Kohn-Sham gap**: 8.86 eV

ORCA input file:
```
! wB97M-V def2-TZVPD RIJCOSX def2/J DEFGRID3
* xyz -1 1
C 1.1429 -2.6036 -1.8945
C 0.6550 -1.2633 -2.4268
C 1.7376 -0.1179 -2.2204
C 1.2071 1.3016 -2.2055
C 1.9628 2.2900 -1.7645
N -0.5679 -0.8058 -1.7687
C -1.7812 -1.5650 -1.9404
O -2.0840 -2.3240 -0.7973
H 0.3222 -3.2969 -1.7829
H 1.3090 -2.4801 -0.8062
H 1.9647 -3.1669 -2.3837
H 0.4650 -1.3441 -3.5409
H 2.4881 -0.3196 -2.9901
H 2.1625 -0.3779 -1.2487
H 0.2153 1.5093 -2.5802
H 2.7731 2.0234 -1.0492
H 1.4960 3.2919 -1.6953
H -0.3690 -0.2309 -0.9661
H -2.6834 -0.9738 -2.1734
H -1.3784 -2.2910 -2.6882
H -2.1480 0.6399 0.2886
H -1.6501 1.2956 -1.1746
O -1.8822 1.5923 -0.2859
H -0.2205 -1.8639 2.9186
H 0.3577 -1.2106 1.7044
O 0.6333 -1.6691 2.5090
H 1.9262 -0.5221 3.5043
H 3.2880 -0.9973 3.3091
O 2.8255 -0.3180 3.8178
H -2.0466 -0.7100 2.5038
H -1.4995 0.3257 3.4664
O -1.8409 -0.5744 3.4704
H -2.1197 3.0708 1.9867
H -1.2360 3.0205 0.7129
O -1.2238 3.2225 1.6724
H 0.5121 3.5113 1.9009
H 1.7342 2.7981 2.5852
O 1.4743 3.5546 2.0520
H -2.2859 -1.7188 -0.0050
H -3.2845 -0.2351 1.0584
O -2.3512 -0.4672 0.9277
*
```



C6H26NO8 as an isolated structure in a non-equilibrium geometry. Source: OMol25; level of theory: the ωB97M-V functional and the def2-TZVPD basis.

Results
**LUMO energy**: 2.9 eV
**Relative energy (zero: lowest compared OMol25 entry of this formula, charge and spin)**: 2.360 eV
**Electronic energy**: -900.84019 a.u.
**Largest force on an atom**: 3.21 eV/Å
**Kohn-Sham gap**: 8.71 eV

ORCA input file:
```
! wB97M-V def2-TZVPD RIJCOSX def2/J DEFGRID3
* xyz -1 1
C 0.4388 0.9795 0.0233
N 0.0306 2.1455 0.8124
C -0.0854 2.0660 2.2052
O 1.1753 2.0074 2.8037
C -0.3947 -0.2771 0.2547
C -1.8627 -0.1221 0.6135
C -2.5963 -1.3946 0.4770
C -3.2473 -1.8945 1.5170
H 1.5079 0.6768 0.2688
H 0.3355 1.4210 -1.0123
H 0.4831 2.9574 0.4164
H -0.5613 2.9330 2.6787
H -0.4538 1.0798 2.4856
H -0.2233 -1.0704 -0.5243
H 0.0445 -0.7077 1.1796
H -1.9743 0.2461 1.6411
H -2.4687 0.6955 0.1140
H -2.4324 -1.9462 -0.5022
H -3.6136 -1.4821 2.4715
H -3.5768 -2.8928 1.4025
H -1.4391 2.6111 -0.2210
H -1.0833 3.0000 -1.7101
O -1.8281 2.7206 -1.1341
H 2.8895 -2.8955 -0.2294
H 1.4998 -3.0731 0.2119
O 1.9073 -3.2653 -0.6391
H -3.8730 1.1486 -2.0662
H -3.6200 2.1573 -0.9344
O -4.2051 1.4550 -1.2106
H 2.5001 -0.5753 3.0388
H 1.9454 1.4264 2.4793
O 2.6210 -0.0740 2.2227
H 3.1207 -0.7205 1.3253
H 3.5010 -0.8106 -0.2879
O 3.6396 -1.5983 0.2265
H 2.1354 -0.4820 -3.4809
H 2.7116 0.3521 -4.7000
O 2.2355 0.3659 -3.8789
H 2.0876 -2.7026 -2.2051
H 0.8553 -2.2328 -3.0447
O 1.8738 -2.2274 -3.0884
*
```



A 7-piece molecular cluster, C6H27NO6 overall in a non-equilibrium geometry. Source: OMol25; level of theory: the ωB97M-V functional and the def2-TZVPD basis.

Results
**SMILES**: CCN(CC)CC.O.O.O.O.O.O
**LUMO energy**: 0.3 eV
**Relative energy (zero: lowest compared OMol25 entry of this formula, charge and spin)**: 1.750 eV
**Electronic energy**: -750.91631 a.u.
**Largest force on an atom**: 2.34 eV/Å
**Kohn-Sham gap**: 8.13 eV

ORCA input file:
```
! wB97M-V def2-TZVPD RIJCOSX def2/J DEFGRID3
* xyz 0 1
C 3.0099 1.2378 -1.1708
C 2.7966 0.6620 -2.5639
N 1.5640 -0.0473 -2.8659
C 0.4006 0.8015 -2.9158
C -0.1379 1.4934 -1.6067
C 1.4712 -1.4280 -2.2982
C 0.3845 -1.7077 -1.2588
H 3.9610 1.7171 -0.9298
H 2.8597 0.4428 -0.4327
H 2.2983 2.0397 -0.9666
H 2.8519 1.4870 -3.2676
H 3.5942 -0.0717 -2.7165
H -0.4206 0.3176 -3.4497
H 0.5851 1.7130 -3.4985
H 0.2807 2.4640 -1.3752
H 0.2381 0.9659 -0.7373
H -1.2208 1.5398 -1.6469
H 2.4164 -1.6000 -1.7977
H 1.2876 -2.0384 -3.1790
H -0.4865 -2.1873 -1.7140
H -0.0563 -0.8176 -0.8454
H 0.7758 -2.2964 -0.4310
H -0.1747 1.2278 3.4821
H 1.3498 1.1930 3.5951
O 0.5782 0.6272 3.4987
H -2.2334 -1.6156 1.9607
H -2.4398 -2.5923 3.1482
O -2.5326 -2.4903 2.1978
H -3.2241 -0.0065 -0.2904
H -3.4048 -1.7080 -0.1630
O -3.3106 -0.8240 0.1869
H 0.1828 -2.2500 2.6701
H 0.2502 -1.7994 4.2148
O -0.2521 -2.2262 3.5232
H -3.0433 -0.3233 2.5263
H -3.4483 0.8563 3.3954
O -2.7378 0.5435 2.8291
H -1.7771 1.5242 1.5932
H -1.1684 3.0126 1.8642
O -1.0675 2.1639 1.4358
*
```



A 8-piece molecular cluster, C6H27NO7 overall in a non-equilibrium geometry. Source: OMol25; level of theory: the ωB97M-V functional and the def2-TZVPD basis.

Results
**SMILES**: C=CCC[C@@H](C)N.O.O.O.O.O.O.O
**LUMO energy**: 0.2 eV
**Relative energy (zero: lowest compared OMol25 entry of this formula, charge and spin)**: 2.421 eV
**Electronic energy**: -826.16989 a.u.
**Largest force on an atom**: 3.10 eV/Å
**Kohn-Sham gap**: 9.69 eV

ORCA input file:
```
! wB97M-V def2-TZVPD RIJCOSX def2/J DEFGRID3
* xyz 0 1
C 0.1200 0.2363 3.6297
C 0.1331 0.0111 2.0916
C -1.0517 -0.9277 1.7318
C -1.7659 -0.4530 0.4294
C -3.6600 -1.5199 -0.7456
C -2.3924 -1.5657 -0.3918
N 1.3856 -0.6003 1.6247
H -0.4296 -0.5672 4.1124
H -0.2499 1.2410 3.8086
H 1.1108 0.0899 4.0708
H 0.0112 0.9330 1.5384
H -1.7958 -1.2372 2.4596
H -0.6440 -1.8749 1.3542
H -2.6464 0.1335 0.7400
H -1.2970 0.2192 -0.2869
H -4.1713 -2.0105 -1.5727
H -4.4702 -1.0220 -0.2145
H -1.6489 -2.1290 -0.9552
H 2.0660 -0.9324 2.2831
H 1.7930 0.0192 0.9371
H -1.6509 2.5956 -3.0360
H -1.1865 1.0705 -3.0917
O -0.9050 1.9953 -3.0808
H 1.5267 0.2431 -2.0894
H 0.6490 1.4599 -2.5901
O 1.5242 1.1997 -2.2436
H 2.6384 -3.6222 1.4824
H 1.5383 -2.6326 0.9161
O 1.9453 -3.5086 0.8337
H 1.7786 -0.9071 -0.6958
H 2.3471 -2.0836 -1.5436
O 1.6138 -1.4674 -1.4620
H 2.3861 2.9998 2.7914
H 1.8081 3.5254 1.4710
O 2.2480 3.8122 2.2993
H -2.5456 -1.5617 -3.2290
H -2.4207 -0.3555 -4.2294
O -2.5088 -0.6071 -3.3054
H 2.0458 2.4795 -0.8545
H 0.7095 2.3440 -0.2158
O 1.6318 2.4676 0.0322
*
```